No. 1
A 10-piece molecular cluster, C37H68Br18N2O5S overall, computed with ωB97M-V/def2-TZVPD.

```
131
Properties=species:S:1:pos:R:3:mulliken_charge:R:1
C 1.31432 -2.36744 3.37185 -0.205
O 2.61573 -2.27837 2.66181 -0.520
C 2.40385 -2.70772 1.25920 0.477
C 1.82816 -1.43180 0.39582 0.579
C 2.38739 -1.41840 -1.15250 -0.417
C 1.91269 -0.11611 -2.03618 0.402
C 2.75379 1.26076 -1.74152 -0.437
C 1.69048 2.48854 -1.34586 0.136
C 1.19929 2.16420 0.19950 0.334
C 0.05427 3.24714 0.65278 0.442
C -0.89841 2.51710 1.79013 -0.451
C -2.44646 2.97412 1.49354 -0.653
C -3.46598 1.69062 1.34092 -0.660
C -3.53105 1.10047 -0.18840 0.135
N -4.04268 2.22085 -1.11896 -0.532
O -2.16002 0.90573 -0.76859 0.374
S -2.22969 -0.43149 -1.87884 0.962
O -1.47540 -1.71834 -1.36311 -0.513
O -1.59679 -0.25775 -3.27967 -0.590
O -3.92305 -0.81694 -1.77846 -0.437
C -4.19710 -0.37623 -0.40372 0.099
C -5.70730 -0.68992 0.24861 0.096
C -6.60270 0.60153 0.54280 -0.221
C -8.07099 0.42640 1.22708 -0.514
C -8.38085 -1.15021 1.49895 -0.346
C -7.30452 -2.25486 1.06018 0.095
N -5.95406 -2.14447 0.44168 -0.303
H 1.24589 -1.41204 4.07318 0.048
H 1.26415 -3.30249 4.11119 0.169
H 0.38649 -2.36962 2.62315 0.146
H 1.61153 -3.58497 1.15810 -0.199
H 3.44437 -3.02461 0.79176 -0.295
H 0.64345 -1.37236 0.44119 -0.232
H 2.23378 -0.44792 0.91945 -0.012
H 3.54724 -1.56652 -1.10184 0.292
H 1.94650 -2.37667 -1.70139 -0.076
H 1.97393 -0.32610 -3.20256 0.435
H 0.78354 0.11131 -1.80106 -0.714
H 3.49086 1.13638 -0.83957 0.335
H 3.38587 1.52598 -2.70804 -0.061
H 2.19928 3.55676 -1.44348 -0.188
H 0.80548 2.47216 -2.13379 0.012
H 0.66933 1.10742 0.15594 -0.582
H 2.12570 2.19760 0.91796 0.283
H -0.58441 3.49097 -0.31889 -0.245
H 0.48459 4.22697 1.12938 -0.246
H -0.60810 2.84036 2.90174 0.411
H -0.86103 1.33977 1.74097 0.060
H -2.82294 3.57329 2.45390 0.343
H -2.56314 3.71130 0.57199 0.295
H -3.14934 0.77494 2.03731 0.254
H -4.52168 2.04005 1.72881 0.357
H -4.36996 1.80214 -2.03875 0.420
H -3.15564 2.74651 -1.37614 0.143
H -3.53959 -1.12618 0.23340 0.250
H -6.21507 1.67723 0.27452 0.365
H -8.81292 1.28637 1.50962 0.320
H -9.39145 -1.47033 2.01283 0.276
H -7.63500 -3.38657 1.26297 0.034
Br 3.98200 3.43135 -4.93402 -0.119
C 5.08103 4.77033 -4.03764 -0.405
C 5.97085 4.13774 -2.99281 -0.641
Br 4.96243 3.68867 -1.38473 -0.035
H 4.39979 5.52223 -3.63042 0.072
H 5.68146 5.22266 -4.83219 0.399
H 6.73645 4.84393 -2.66019 0.363
H 6.45437 3.21810 -3.33376 0.412
Br 4.25490 -4.98372 -2.47902 -0.171
C 3.08069 -6.51353 -2.18718 -0.533
C 1.64164 -6.07788 -2.03572 -0.650
Br 1.31666 -5.31628 -0.26969 0.006
H 3.46594 -7.05038 -1.31618 0.367
H 3.20237 -7.13832 -3.07671 0.392
H 0.96980 -6.93792 -2.10231 0.263
H 1.33638 -5.32608 -2.76880 0.422
Br 1.65385 6.39428 0.18500 0.013
C 2.75734 7.19875 1.57763 -0.313
C 3.51278 6.14521 2.35415 -0.502
Br 2.34497 5.22644 3.61771 -0.146
H 2.09413 7.80513 2.20029 0.381
H 3.45084 7.85632 1.04558 0.011
H 4.29153 6.60440 2.96911 0.402
H 3.96294 5.37735 1.71892 0.195
Br -1.09247 4.73918 -2.95396 -0.061
C -1.00503 6.68116 -2.79484 -0.428
C -0.96506 7.34041 -4.15403 -0.588
Br 0.80442 7.18875 -4.96053 -0.150
H -0.13496 6.91201 -2.17439 0.091
H -1.91465 6.96295 -2.25670 0.363
H -1.14622 8.41511 -4.06633 0.374
H -1.67767 6.91291 -4.86481 0.371
Br 6.65490 9.91132 -3.28876 -0.137
C 5.48069 8.38151 -2.99692 -0.599
C 4.04164 8.81716 -2.84545 -0.208
Br 3.71666 9.57876 -1.07943 -0.141
H 5.86594 7.84466 -2.12592 0.397
H 5.60237 7.75672 -3.88645 0.253
H 3.36980 7.95712 -2.91205 0.023
H 3.73638 9.56896 -3.57853 0.429
Br -2.84799 -7.51178 -0.75830 -0.108
C -2.59324 -6.21584 -2.19354 -0.381
C -2.92070 -6.81886 -3.53992 -0.523
Br -1.48790 -7.99003 -4.15630 -0.161
H -1.56432 -5.85402 -2.11835 0.105
H -3.27976 -5.39660 -1.96120 0.339
H -2.99834 -6.03920 -4.30254 0.366
H -3.83938 -7.41200 -3.53790 0.357
Br -7.48901 -6.29058 1.87210 -0.108
C -7.61716 -8.19844 1.48753 -0.545
C -6.69813 -8.59122 0.35408 -0.444
Br -7.43422 -8.05365 -1.37036 -0.134
H -8.67015 -8.41399 1.28751 0.385
H -7.31889 -8.69547 2.41512 0.323
H -6.60196 -9.67878 0.29542 0.338
H -5.70211 -8.14612 0.42887 0.222
Br 5.51548 -4.68746 1.03024 -0.059
C 6.28928 -4.66131 2.82044 -0.609
C 6.25872 -3.27007 3.40961 -0.310
Br 7.65503 -2.14653 2.63989 -0.138
H 7.29741 -5.07637 2.73881 0.379
H 5.66718 -5.34231 3.40837 0.337
H 6.47663 -3.30048 4.48063 0.364
H 5.30865 -2.75240 3.25098 0.065
Br -1.98452 -4.50941 5.03512 -0.110
C -1.21072 -4.48326 6.82531 -0.637
C -1.24128 -3.09202 7.41449 -0.543
Br 0.15503 -1.96848 6.64477 -0.090
H -0.20259 -4.89832 6.74369 0.368
H -1.83282 -5.16426 7.41325 0.357
H -1.02337 -3.12243 8.48551 0.321
H -2.19135 -2.57435 7.25586 0.369
```

Values from the calculation:
Frontier orbital gap   8.167 eV
HOMO level   -0.3240 Ha
LUMO level   -0.6 eV
SMILES string   COCCCCCCCCCCC[C@@]1(N)OS(=O)(=O)O[C@@H]1c1ccccn1.BrCCBr.BrCCBr.BrCCBr.BrCCBr.BrCCBr.BrCCBr.BrCCBr.BrCCBr.BrCCBr
Electronic energy   -48666.2351 hartree

=====

No. 2
C37H69Cl24NO3P as an isolated structure, computed with ωB97M-V/def2-TZVPD.

```
135
Properties=species:S:1:pos:R:3:mulliken_charge:R:1
C 2.62335 -2.59981 2.57124 -0.595
C 1.32471 -2.66806 1.79155 0.020
O 0.31934 -3.04667 2.34967 -0.580
N 1.23766 -2.29458 0.40332 1.245
C 1.76701 -3.35741 -0.47490 -1.128
C 1.78905 -0.96395 0.10623 -1.297
C 0.58142 0.00415 0.04941 -0.965
C -0.12768 -0.17870 -1.31300 -0.457
C -1.63319 -0.44907 -1.18268 -1.107
P -1.96583 -2.13222 -0.53822 0.534
C -3.31186 -2.92942 -1.46297 1.102
C -2.94301 -4.38269 -1.71567 -1.051
O -2.64290 -4.90431 -0.44873 0.418
C -2.79824 -6.31321 -0.40173 -0.684
C -2.78931 -6.84055 1.01668 -0.825
O -4.07300 -6.85222 1.64872 -0.574
C -4.55036 -5.57206 1.93515 -0.014
C -3.94899 -4.84357 2.94170 -0.804
C -4.34917 -3.58199 3.27136 -0.700
C -5.40242 -2.96532 2.60162 0.120
C -5.84349 -1.54355 3.04814 2.692
C -6.33262 -1.73250 4.52383 -1.667
C -4.66335 -0.55208 3.09512 -1.710
C -7.08566 -1.03667 2.26611 -2.538
C -6.84526 -0.28495 0.93114 2.629
C -5.74346 -0.87986 0.06039 -1.275
C -6.68461 1.23448 1.16241 -1.837
C -8.16625 -0.41598 0.12702 -2.046
C -5.99696 -3.70376 1.60085 -0.023
C -5.59403 -4.99337 1.26170 -0.970
H 3.31068 -1.83794 2.20522 0.327
H 2.36497 -2.32804 3.59325 0.138
H 3.14021 -3.56000 2.56417 -0.087
H 1.26820 -3.27144 -1.44732 0.448
H 2.83912 -3.21675 -0.64812 0.310
H 1.53776 -4.34390 -0.08078 0.297
H 2.30411 -0.96732 -0.85501 0.599
H 2.46593 -0.57690 0.87319 0.248
H -0.09853 -0.34617 0.83200 0.475
H 0.89013 1.03060 0.24389 0.535
H 0.34193 -0.98792 -1.87694 0.215
H 0.03577 0.72280 -1.90757 0.680
H -2.08169 0.26335 -0.48832 0.798
H -2.10656 -0.38452 -2.21632 0.109
H -0.83119 -2.94543 -0.59762 -0.348
H -2.29666 -2.03335 0.82045 0.166
H -3.54370 -2.37813 -2.38958 -0.120
H -4.20040 -2.95890 -0.83438 -0.615
H -3.83663 -4.84514 -2.14864 0.438
H -2.09967 -4.48873 -2.41364 0.271
H -3.72467 -6.59993 -0.91157 0.303
H -1.94305 -6.76520 -0.92358 0.371
H -2.05433 -6.26756 1.59351 0.231
H -2.44056 -7.87248 0.98307 0.508
H -3.14473 -5.33261 3.48173 0.512
H -3.82915 -3.10708 4.09508 0.506
H -7.31382 -2.21154 4.50119 0.412
H -6.43658 -0.73795 4.95978 0.521
H -5.65257 -2.35299 5.10310 0.338
H -4.77224 0.15216 3.92067 0.296
H -3.74387 -1.10983 3.29718 0.348
H -4.49204 -0.00382 2.17090 0.338
H -7.60504 -0.32806 2.92175 0.569
H -7.79951 -1.83969 2.07784 0.640
H -6.12524 -1.66629 -0.59004 0.456
H -4.90208 -1.26692 0.63389 -0.392
H -5.32834 -0.11758 -0.61183 0.485
H -5.95271 1.48166 1.93148 0.322
H -6.51292 1.76502 0.22557 0.498
H -7.64904 1.57790 1.55073 0.468
H -8.21095 -1.43705 -0.27153 0.426
H -9.04650 -0.27399 0.75488 0.432
H -8.16531 0.23318 -0.74876 0.426
H -6.82976 -3.28855 1.04705 0.437
H -6.12655 -5.51857 0.47735 0.529
C 3.20111 1.93652 -3.37666 -0.414
Cl 2.57630 0.32039 -3.74352 -0.152
Cl 2.40544 2.64935 -1.96710 -0.077
H 4.26410 1.86057 -3.17543 0.307
H 3.02583 2.57944 -4.23396 0.390
C -3.52988 1.43110 -4.35296 -0.455
Cl -5.09069 0.62956 -4.49705 -0.133
Cl -2.64699 0.89988 -2.89766 0.079
H -2.93150 1.18940 -5.22404 0.322
H -3.68629 2.50224 -4.28996 0.297
C 2.31806 -7.54842 -1.61048 -0.460
Cl 0.87156 -6.52237 -1.58315 -0.045
Cl 3.61898 -6.83887 -0.65512 -0.106
H 2.06425 -8.51579 -1.19327 0.292
H 2.64933 -7.65748 -2.63644 0.318
C 2.83443 -6.28662 3.89730 0.188
Cl 3.99038 -6.13518 2.56215 -0.152
Cl 3.16735 -7.70418 4.89127 -0.159
H 2.90361 -5.40013 4.51832 0.005
H 1.83684 -6.37693 3.48245 0.134
C -4.18788 -4.15224 -4.69792 -0.371
Cl -4.93034 -4.30192 -6.28685 -0.135
Cl -3.90416 -2.45175 -4.26839 -0.083
H -4.85173 -4.58831 -3.96042 0.307
H -3.23827 -4.67585 -4.70592 0.312
C 4.12858 -0.75044 6.25173 -0.308
Cl 4.84397 -0.38841 4.67502 -0.143
Cl 3.26929 -2.29593 6.24270 -0.126
H 4.91995 -0.79806 6.99031 0.301
H 3.42646 0.03531 6.50390 0.287
C 4.74461 5.43947 -0.06129 -0.358
Cl 5.64670 6.94775 0.06087 -0.047
Cl 5.24133 4.48579 -1.47084 -0.159
H 4.92086 4.85179 0.83235 0.296
H 3.68936 5.67029 -0.15535 0.266
C 7.78758 10.08116 1.16947 -0.218
Cl 6.76385 10.05776 -0.27678 -0.170
Cl 7.88728 11.69550 1.87329 -0.152
H 7.36378 9.40500 1.90312 0.285
H 8.78507 9.75768 0.89413 0.254
C 9.24953 5.01559 -2.08630 -0.242
Cl 10.68535 4.43161 -1.23855 -0.158
Cl 8.70158 6.57185 -1.45783 -0.056
H 9.48837 5.13118 -3.13743 0.299
H 8.45126 4.29286 -1.95908 0.172
C 9.72854 10.03506 -3.12518 0.079
Cl 11.01805 8.82956 -3.19261 -0.149
Cl 10.28161 11.62110 -3.67878 -0.161
H 8.91396 9.71011 -3.76170 0.279
H 9.38737 10.12524 -2.10027 -0.059
C 10.94854 15.08736 -3.26035 0.056
Cl 9.47342 16.04290 -3.07122 -0.157
Cl 12.31074 15.81362 -2.40007 -0.158
H 10.77378 14.09560 -2.86110 -0.023
H 11.19316 15.02889 -4.31484 0.282
C -0.51663 4.00653 -1.84288 0.482
Cl -1.86226 4.42768 -2.91476 -0.174
Cl 1.05259 4.19479 -2.62983 -0.175
H -0.55073 4.65509 -0.97492 0.346
H -0.62983 2.96778 -1.54291 -0.485
```

Values from the calculation:
Frontier orbital gap   8.064 eV
HOMO level   -0.3740 Ha
Net charge   +1
LUMO level   -2.1 eV
Electronic energy   -13117.1316 hartree

=====

No. 3
C37H69ClF3N3NbO7S2 as an isolated structure, computed with ωB97M-V/def2-TZVPD.

```
123
Properties=species:S:1:pos:R:3:mulliken_charge:R:1
C -1.06614 -2.20858 3.65488 -0.707
C -0.58993 -0.85990 3.18679 -0.128
C -1.36533 0.10522 2.12047 0.319
Nb -1.16052 -0.49821 -0.07589 -1.040
C -0.22481 -2.49517 0.37997 0.067
C -1.20715 -3.79316 0.54150 -0.681
C -1.98167 -4.27025 -0.83059 -0.020
Cl -0.95104 -5.56009 -1.75436 -0.279
C 0.99027 0.36052 -0.23647 0.266
C 1.27110 1.64536 0.73309 -0.194
C 1.98752 1.30850 2.16625 -0.574
S 3.41380 2.55380 2.36948 -0.065
C 5.02728 1.67106 2.72060 -0.139
S 5.55789 1.65549 4.36588 -0.176
N 5.93360 0.99915 1.71446 0.062
C 5.17904 0.21560 0.66490 -0.401
C 5.16233 0.97088 -0.80178 0.530
O 6.55982 1.00776 -1.27425 -0.368
C 7.42907 1.75289 -0.34791 -0.420
C 6.74247 2.13420 1.09224 -0.483
C -3.32801 -1.27956 0.05462 -0.468
O -3.67140 -1.87964 1.35356 0.123
C -5.11683 -2.01411 1.55662 -0.547
C -5.39392 -1.96811 3.19092 -0.570
O -4.36832 -1.22137 3.93748 -0.035
C -4.55290 -1.38205 5.41063 -0.539
C -3.13355 -1.41360 6.23615 -0.065
O -3.26507 -1.36086 7.70052 -0.440
C -1.90486 -1.30303 8.32552 -0.161
C -1.17224 -2.79041 8.39157 -0.807
C -1.06754 -0.76131 -2.34856 -0.523
O -0.40067 -1.95563 -2.83323 -0.470
C 1.02386 -1.80723 -3.11853 0.774
C 1.79365 -0.50105 -3.75139 -0.347
C 3.43550 -0.51287 -3.94927 -0.596
C 4.37931 -1.80286 -3.54507 -0.355
C 3.63718 -3.14438 -2.96837 -0.371
C 2.01708 -3.11264 -2.78216 -0.204
C -2.10040 1.57997 -0.55122 0.290
F -3.17138 1.47020 -1.61290 -0.297
F -1.08750 2.51613 -1.16890 -0.329
F -2.60549 2.25612 0.67159 -0.220
H -2.17057 -2.55927 3.50144 0.143
H -0.31459 -2.95220 4.20847 0.020
H 0.47244 -0.52811 3.61802 0.092
H -0.96243 1.21036 2.32683 0.080
H -2.50282 0.15402 2.48237 0.368
H 0.52707 -2.53087 1.30766 0.400
H 0.48883 -2.76789 -0.53777 0.023
H -1.90608 -3.76696 1.50322 -0.084
H -0.45813 -4.69669 0.77900 0.556
H -2.17442 -3.42521 -1.61276 -0.071
H -3.00993 -4.78515 -0.59801 0.351
H 1.74307 -0.48653 0.07009 0.001
H 1.15905 0.73801 -1.34579 -0.142
H 0.32368 2.31624 0.95810 -0.153
H 2.02169 2.36518 0.14607 0.435
H 1.21585 1.58104 3.03304 0.410
H 2.32121 0.19699 2.31088 0.359
H 4.08087 -0.07224 0.94769 0.036
H 5.75727 -0.81330 0.51174 0.257
H 4.67361 2.04736 -0.77694 0.139
H 4.48525 0.31712 -1.50285 -0.264
H 7.72492 2.76362 -0.89426 0.239
H 8.41751 1.11522 -0.16770 0.246
H 7.58248 2.40758 1.87762 0.320
H 6.08929 3.10389 0.95762 0.289
H -3.62042 -1.98710 -0.85862 0.179
H -4.06548 -0.34600 -0.05887 0.412
H -5.55462 -3.02717 1.17237 0.190
H -5.74052 -1.14285 1.08283 0.294
H -5.57012 -3.06784 3.59229 0.420
H -6.43285 -1.40792 3.31722 0.244
H -5.18049 -0.46718 5.81806 0.179
H -5.13253 -2.37389 5.64665 0.300
H -2.36702 -0.59291 5.87013 0.165
H -2.62118 -2.45833 5.98466 0.138
H -1.17130 -0.61576 7.70284 0.232
H -1.91969 -0.88505 9.42004 0.294
H -0.48521 -2.98126 7.43544 0.183
H -0.42992 -2.85960 9.32017 0.306
H -1.93982 -3.68191 8.43125 0.223
H -0.69860 0.26294 -2.80709 0.248
H -2.20958 -0.84606 -2.69341 0.309
H 1.13852 0.44273 -4.03532 0.257
H 4.01176 0.42847 -4.38789 0.296
H 5.55924 -1.84281 -3.63649 0.309
H 4.19742 -4.14328 -2.63676 0.274
H 1.47474 -4.07326 -2.32579 0.099
C 1.70906 -4.12410 -8.48436 -1.519
C 1.00431 -3.14596 -7.54826 0.383
C 0.26642 -2.00593 -8.28670 -0.693
O 1.12456 -0.97592 -8.78656 -0.389
C 1.74190 -1.27979 -10.02802 -0.660
N 1.98099 -2.61983 -6.58240 -0.467
H 2.63719 -3.71901 -8.89721 0.284
H 1.97571 -5.04119 -7.94667 0.372
H 1.05870 -4.40623 -9.31876 0.353
H 0.25067 -3.71891 -6.99402 0.419
H -0.39618 -1.51156 -7.56564 0.322
H -0.38023 -2.39394 -9.08304 0.456
H 1.09325 -1.87257 -10.67978 0.297
H 2.68873 -1.79536 -9.85772 0.225
H 1.96902 -0.33551 -10.53151 0.258
H 1.48813 -2.04210 -5.90135 0.068
H 2.57240 -1.94865 -7.08426 0.313
C -2.35276 5.18767 1.75719 -1.330
C -3.05750 6.16582 2.69328 0.571
C -3.79539 7.30585 1.95484 -0.781
O -2.93726 8.33586 1.45498 -0.404
C -2.31992 8.03199 0.21352 -0.644
N -2.08083 6.69195 3.65914 -0.738
H -1.42462 5.59277 1.34433 0.147
H -2.08610 4.27058 2.29487 0.273
H -3.00312 4.90555 0.92278 0.328
H -3.81114 5.59287 3.24752 0.391
H -4.45799 7.80021 2.67590 0.370
H -4.44204 6.91783 1.15850 0.412
H -2.96856 7.43921 -0.43824 0.291
H -1.37309 7.51641 0.38382 0.238
H -2.09279 8.97627 -0.28997 0.258
H -2.57368 7.26968 4.34019 0.270
H -1.48942 7.36313 3.15728 0.311
```

Values from the calculation:
Frontier orbital gap   6.379 eV
HOMO level   -0.1916 Ha
Net charge   -1
LUMO level   1.2 eV
Electronic energy   -3754.2961 hartree